# C25H42BeBrNOP2

C25H42BeBrNOP2 as an isolated structure in a non-equilibrium geometry (ωB97M-V/def2-TZVPD, the Open Molecules 2025 dataset).

```
! RIJCOSX wB97M-V def2-TZVPD def2/J DEFGRID3
* xyz 2 1
N 6.4087 -2.4147 2.9656
C 5.7935 -1.3703 3.5108
C 4.4647 -1.0460 3.1992
C 3.7465 -1.8858 2.3329
C 4.4573 -2.9257 1.7109
C 5.7667 -3.2017 2.1069
C 2.2914 -1.8003 2.0798
Be 1.2477 -1.9732 0.4840
P -0.3925 -2.0863 -1.2075
C 1.5826 -3.0280 1.8294
C 0.2293 -3.2043 2.3590
C -0.3239 -4.4998 2.1578
C -1.4321 -4.8986 2.8665
C -2.0503 -3.9787 3.7355
C -1.6480 -2.6386 3.7753
C -0.5390 -2.2257 3.0196
Br -3.3319 -4.6721 4.8397
H 1.8355 -1.0712 2.7444
H 2.1864 -3.9396 1.7198
H 4.0473 -0.1405 3.6367
H 4.0082 -3.5552 0.9488
H 6.3436 -0.7469 4.2357
H 6.2913 -4.0570 1.6686
H 0.1227 -5.1646 1.4088
H -0.3200 -1.1612 2.9464
H -1.8234 -5.9111 2.7467
H -2.2012 -1.9161 4.3602
P 2.3508 -0.8758 -1.1991
C -1.7065 -2.4193 0.0002
C -3.0505 -3.0061 -0.4181
H -1.8620 -1.5013 0.5920
H -1.2474 -3.1759 0.6363
H -3.7507 -2.8492 0.4161
H -3.4919 -2.5181 -1.2920
H -2.9861 -4.0983 -0.5763
C -0.5572 -3.5643 -2.3591
C -1.2660 -3.5406 -3.7150
H -1.0795 -4.2863 -1.7201
H 0.4575 -3.9538 -2.4852
H -0.8297 -4.3042 -4.3792
H -2.3192 -3.8245 -3.6092
H -1.2386 -2.5819 -4.2420
C -1.2818 -0.7178 -2.1990
C -2.7381 -0.6862 -2.6339
H -0.6835 -0.6081 -3.1195
H -1.1175 0.1367 -1.5225
H -2.8677 0.1846 -3.2935
H -2.9968 -1.5610 -3.2360
H -3.4480 -0.5663 -1.8082
C 1.5647 0.6153 -1.9163
C 2.1773 1.2561 -3.1502
H 1.4644 1.3025 -1.0718
H 0.5493 0.3448 -2.1860
H 3.1609 1.7020 -2.9876
H 2.2510 0.5494 -3.9869
H 1.4982 2.0618 -3.4645
C 2.3503 -1.9583 -2.7287
C 2.7246 -3.3895 -2.3780
H 3.0464 -1.5025 -3.4482
H 1.3498 -1.9169 -3.2001
H 3.7677 -3.4737 -2.0579
H 2.1094 -3.7879 -1.5608
H 2.5719 -4.0412 -3.2470
C 4.0020 -0.1557 -1.0888
C 4.1144 1.2679 -0.5525
H 4.3825 -0.2531 -2.1093
H 4.5624 -0.8324 -0.4484
H 5.0605 1.3289 -0.0016
H 4.1500 2.0211 -1.3486
H 3.3102 1.5836 0.1280
O -0.1422 1.3186 0.7027
H 0.4895 1.8478 1.2123
H -0.2780 0.5626 1.2993
*
```

The calculation puts the relative energy (zero: lowest compared OMol25 entry of this formula, charge and spin) at 0.0 kcal per mole. The HOMO-LUMO gap (spin up / spin down) comes out at 5.45 / 5.44 eV. The value obtained for the total energy is -119148.3841 eV. The LUMO energy (spin up / spin down) is -8.70 / -8.70 eV.


# C25H42BrCuNOP2

C25H42BrCuNOP2 as an isolated structure in a non-equilibrium geometry (ωB97M-V/def2-TZVPD, the Open Molecules 2025 dataset).

```
! RIJCOSX wB97M-V def2-TZVPD def2/J DEFGRID3
* xyz 2 2
N -2.1933 -5.6631 -1.2135
C -1.8770 -5.5168 0.0691
C -1.4801 -4.2586 0.5829
C -1.4451 -3.1301 -0.2776
C -1.7479 -3.3401 -1.6462
C -2.1002 -4.6474 -2.0668
C -1.2362 -1.7838 0.3007
Cu -0.0166 -0.2939 -0.0645
P 0.1528 2.6204 0.5045
C -1.9158 -0.6232 -0.2457
C -2.9219 0.1444 0.5377
C -3.8593 1.0054 -0.1032
C -4.7341 1.7949 0.6469
C -4.7176 1.7475 2.0621
C -3.8111 0.8951 2.7045
C -2.9054 0.1433 1.9410
Br -5.8492 2.8630 2.9981
H -1.0089 -1.8746 1.3714
H -2.0742 -0.6074 -1.3409
H -1.2671 -4.1488 1.6499
H -1.7548 -2.5274 -2.3643
H -1.9317 -6.3876 0.7360
H -2.3443 -4.8575 -3.1096
H -3.8774 1.0738 -1.1998
H -2.1351 -0.4236 2.4413
H -5.4398 2.4619 0.1552
H -3.7798 0.7984 3.7846
P 2.0821 -0.5853 -0.9125
C -1.4712 2.9465 1.2914
C -2.0983 4.3271 1.0917
H -1.3959 2.6895 2.3592
H -2.1403 2.1985 0.8710
H -3.0729 4.3430 1.6094
H -1.4732 5.1247 1.5161
H -2.2650 4.5364 0.0238
C -0.2904 1.9886 -1.1671
C -0.3667 3.1145 -2.1910
H -1.2569 1.4677 -1.1109
H 0.5028 1.2888 -1.5007
H -0.5138 2.6884 -3.1891
H -1.2066 3.7839 -1.9839
H 0.5622 3.6983 -2.2001
C 1.0287 1.7226 1.8447
C 2.2187 2.5789 2.3011
H 1.3684 0.7445 1.4731
H 0.3405 1.5494 2.6884
H 3.0449 1.9570 2.6612
H 2.5911 3.2059 1.4803
H 1.9334 3.2431 3.1210
C 3.5559 0.1196 -0.0698
C 4.9522 -0.3747 -0.4899
H 3.3916 -0.0366 1.0131
H 3.4927 1.2085 -0.2440
H 5.1577 -1.4046 -0.1713
H 5.1177 -0.3152 -1.5752
H 5.7081 0.2675 -0.0058
C 2.3310 0.0531 -2.6436
C 1.2423 -0.2934 -3.6574
H 3.3000 -0.3493 -2.9755
H 2.4478 1.1450 -2.5438
H 1.2319 -1.3676 -3.8831
H 0.2324 -0.0002 -3.3387
H 1.4559 0.2370 -4.5942
C 2.5185 -2.3343 -1.2053
C 2.7983 -3.1462 0.0625
H 3.3899 -2.3725 -1.8877
H 1.6662 -2.7782 -1.7462
H 2.5657 -4.2005 -0.1190
H 3.8537 -3.1069 0.3789
H 2.1957 -2.8216 0.9208
O 2.6130 -0.7700 2.8985
H 3.2136 -0.6953 3.6621
H 1.7178 -0.7399 3.2831
*
```

The calculation puts the relative energy (zero: lowest compared OMol25 entry of this formula, charge and spin) at 21.5 kcal per mole. The HOMO-LUMO gap (spin up / spin down) comes out at 6.78 / 4.44 eV. The value obtained for the total energy is -163386.5074 eV. The LUMO energy (spin up / spin down) is -6.99 / -9.32 eV.


# C25H42BrN4O5P2Rb

C25H42BrN4O5P2Rb as an isolated structure in a non-equilibrium geometry (ωB97M-V/def2-TZVPD, the Open Molecules 2025 dataset).

```
! RIJCOSX wB97M-V def2-TZVPD def2/J DEFGRID3
* xyz 0 1
Rb -0.4012 -0.9322 -1.7525
C 5.7920 -1.7711 0.4207
C 4.6401 -1.3042 -0.4661
C 4.0854 0.0289 0.0312
C 3.5536 -2.3530 -0.5904
C 2.8943 -2.8524 0.5292
C 1.9477 -3.8639 0.4146
C 1.6212 -4.4203 -0.8204
C 0.6256 -5.5433 -0.9332
C 2.2604 -3.9002 -1.9435
C 3.2076 -2.8891 -1.8289
H 6.5979 -1.0329 0.4242
H 6.2044 -2.7239 0.0846
H 5.4631 -1.9008 1.4562
H 5.0382 -1.1542 -1.4745
H 3.2548 0.3830 -0.5783
H 4.8674 0.7943 0.0463
H 3.7082 -0.0746 1.0556
H 3.1394 -2.4685 1.5149
H 1.4618 -4.2487 1.3059
H 1.0063 -6.3332 -1.5846
H -0.3165 -5.1705 -1.3399
H 0.4292 -5.9835 0.0461
H 2.0319 -4.3135 -2.9201
H 3.7205 -2.5336 -2.7172
C -0.4186 2.2197 -3.5835
N 0.0616 3.1383 -2.5408
C -0.5410 4.4654 -2.6055
P 0.3673 2.5139 -1.0543
O 0.9727 1.1677 -1.1933
O -1.0457 2.5530 -0.2879
P -2.0142 1.4405 0.4226
O -1.9832 0.1630 -0.3156
N -1.4664 1.3366 1.9576
C -1.8320 2.3102 2.9777
C -0.1409 0.7485 2.1648
N -3.4627 2.1594 0.4100
C -3.6618 3.5935 0.5248
C -4.6195 1.4056 -0.0966
N 1.2408 3.5764 -0.1873
C 0.7220 4.5934 0.7121
C 2.6922 3.5864 -0.3507
H -0.3148 2.7041 -4.5538
H -1.4709 1.9476 -3.4445
H 0.1963 1.3223 -3.5919
H -0.3976 4.8807 -3.6030
H -0.0658 5.1429 -1.8963
H -1.6175 4.4353 -2.3950
H -2.8838 2.5764 2.9079
H -1.2247 3.2245 2.9192
H -1.6699 1.8643 3.9597
H 0.0478 -0.0469 1.4479
H -0.1058 0.3093 3.1622
H 0.6578 1.4953 2.0782
H -2.7674 4.0947 0.8897
H -4.4714 3.8140 1.2242
H -3.9219 4.0226 -0.4475
H -4.3594 0.3652 -0.2790
H -4.9541 1.8470 -1.0390
H -5.4404 1.4486 0.6211
H -0.3630 4.5741 0.7438
H 1.0354 5.5899 0.3869
H 1.0965 4.4405 1.7284
H 3.0150 2.8162 -1.0469
H 3.1808 3.3943 0.6074
H 3.0296 4.5572 -0.7237
Br -3.1901 -3.8580 4.7276
C -2.9433 -3.5589 2.8733
C -4.0142 -3.7357 2.0112
C -3.8361 -3.4927 0.6541
C -2.5976 -3.1126 0.1588
C -1.5358 -2.9560 1.0424
C -1.7000 -3.1624 2.4050
C -2.4189 -2.7886 -1.3105
O -3.3006 -2.0892 -1.8415
O -1.3196 -3.1600 -1.8209
H -4.9750 -4.0467 2.3990
H -4.6666 -3.5770 -0.0363
H -0.5626 -2.6670 0.6578
H -0.8739 -3.0254 3.0905
*
```

The calculation puts the relative energy (zero: lowest compared OMol25 entry of this formula, charge and spin) at 33.1 kcal per mole. The HOMO-LUMO gap comes out at 7.79 eV. The value obtained for the total energy is -132086.3663 eV. The LUMO energy is 0.03 eV.


# C25H42BrN4O5P2Rb

C25H42BrN4O5P2Rb as an isolated structure in a non-equilibrium geometry (ωB97M-V/def2-TZVPD, the Open Molecules 2025 dataset).

```
! RIJCOSX wB97M-V def2-TZVPD def2/J DEFGRID3
* xyz 0 1
Rb 0.4415 0.2795 0.2727
C -2.4371 4.5790 -2.7648
C -1.5147 4.0294 -1.6665
C -1.2256 5.1202 -0.6389
C -2.1238 2.7747 -1.0673
C -2.5703 2.6989 0.2458
C -3.1851 1.5483 0.7279
C -3.3778 0.4418 -0.0866
C -4.1154 -0.7774 0.3984
C -2.8994 0.5018 -1.3942
C -2.2811 1.6440 -1.8718
H -2.0116 5.4827 -3.2043
H -3.4115 4.8266 -2.3382
H -2.5919 3.8514 -3.5615
H -0.5624 3.7437 -2.1249
H -2.1518 5.4784 -0.1844
H -0.7464 5.9682 -1.1287
H -0.5586 4.7576 0.1445
H -2.4522 3.5425 0.9121
H -3.5303 1.5232 1.7554
H -5.0897 -0.8469 -0.0899
H -4.2785 -0.7381 1.4751
H -3.5622 -1.6866 0.1619
H -3.0330 -0.3518 -2.0501
H -1.9332 1.6681 -2.8986
C 4.3958 -1.7961 0.2058
N 3.2280 -1.6673 -0.6495
C 3.4839 -1.0181 -1.9321
P 1.8570 -2.5591 -0.5301
O 0.6482 -1.9123 -1.0504
O 1.8344 -2.8616 1.0670
P 0.5297 -2.7313 2.0158
O -0.0464 -1.3895 2.1272
N -0.5538 -3.8123 1.3796
C -0.2266 -5.1751 0.9978
C -1.9742 -3.5843 1.5978
N 1.2250 -3.2500 3.4373
C 0.5423 -2.8990 4.6764
C 1.9049 -4.5371 3.4799
N 2.0276 -4.0980 -1.1518
C 3.2170 -4.8703 -0.8395
C 1.3841 -4.4446 -2.4101
H 4.8205 -0.8054 0.3563
H 5.1578 -2.4395 -0.2508
H 4.1189 -2.1949 1.1794
H 3.7547 0.0232 -1.7517
H 2.5845 -1.0441 -2.5469
H 4.2959 -1.5212 -2.4693
H 0.8486 -5.3113 0.9398
H -0.6490 -5.3907 0.0119
H -0.6406 -5.8966 1.7114
H -2.1355 -2.5554 1.9109
H -2.3749 -4.2598 2.3623
H -2.5231 -3.7619 0.6691
H 0.0442 -1.9391 4.5536
H 1.2780 -2.8196 5.4791
H -0.2007 -3.6510 4.9722
H 2.5261 -4.6573 2.5940
H 1.2060 -5.3807 3.5454
H 2.5537 -4.5628 4.3564
H 3.6623 -4.5171 0.0906
H 3.9673 -4.8000 -1.6351
H 2.9512 -5.9247 -0.7191
H 0.5748 -3.7438 -2.6010
H 0.9726 -5.4568 -2.3494
H 2.0892 -4.4133 -3.2486
Br 6.0180 -1.2984 5.4327
C 4.9653 -0.3511 4.1521
C 5.5994 0.3120 3.1152
C 4.8245 0.9572 2.1618
C 3.4398 0.9716 2.2650
C 2.8304 0.3376 3.3420
C 3.5874 -0.3478 4.2809
C 2.5557 1.5871 1.1821
O 2.9248 1.4140 -0.0016
O 1.4900 2.1124 1.5617
H 6.6792 0.3123 3.0516
H 5.2937 1.4499 1.3188
H 1.7521 0.3770 3.4298
H 3.1176 -0.8684 5.1050
*
```

The calculation puts the relative energy (zero: lowest compared OMol25 entry of this formula, charge and spin) at 23.6 kcal per mole. The HOMO-LUMO gap comes out at 8.31 eV. The value obtained for the total energy is -132086.7753 eV. The LUMO energy is 0.17 eV.


# C25H42Cl3N4O3RuSi

C25H42Cl3N4O3RuSi as an isolated structure in a non-equilibrium geometry (ωB97M-V/def2-TZVPD, the Open Molecules 2025 dataset).

```
! RIJCOSX wB97M-V def2-TZVPD def2/J DEFGRID3
* xyz 0 6
C -3.1841 -0.1758 -2.9048
C -2.3569 1.0491 -3.1614
H -3.9794 0.0000 -2.1549
H -2.5459 -0.9838 -2.5244
H -3.6494 -0.5052 -3.8412
C -2.8053 2.0517 -3.9348
C -4.2470 2.1994 -4.3353
H -2.1160 2.7733 -4.3807
H -4.9034 1.4734 -3.8283
H -4.3656 2.0757 -5.4215
H -4.5859 3.2098 -4.0648
Ru 1.0269 -1.3034 1.5556
Cl 1.6498 -2.3414 -0.4217
Cl 0.1077 -2.0041 3.5107
H 4.2322 -2.3995 4.8938
H 4.0775 -5.2350 3.2560
C 3.1992 -2.7611 4.7878
C 3.0533 -4.8824 3.4657
N 2.9983 -3.4327 3.5152
H 2.5068 -1.9220 4.9015
C 2.9370 -2.7124 2.3864
O 2.9257 -1.4397 2.4062
H 2.3901 -5.2370 2.6641
H 2.9574 -3.2885 1.4513
H 3.0087 -3.4970 5.5752
H 2.7180 -5.2761 4.4326
H -3.2554 1.1582 0.7990
H -1.7659 3.7105 0.2988
C -3.0716 1.5386 1.8179
C -1.8487 3.6642 1.3929
N -1.8270 2.2920 1.8737
H -3.0851 0.7026 2.5337
C -0.6399 1.7777 2.2671
O -0.3851 0.6055 2.5884
H -0.9904 4.1910 1.8292
H 0.1593 2.5474 2.2665
H -3.8835 2.2417 2.0692
H -2.7783 4.1502 1.6997
O -1.4415 1.1632 -1.0891
C -1.0686 1.0686 -2.3766
C -0.0872 3.4116 -2.7995
C 0.0535 2.0274 -2.8086
H -1.0704 3.8553 -2.6375
C 1.0607 4.2066 -2.9768
H -0.6555 0.0516 -2.5569
C 1.2522 1.4421 -3.2224
H 0.9930 5.2790 -2.8197
C 2.2867 3.6242 -3.3179
C 2.3706 2.2334 -3.4724
H 1.2817 0.3530 -3.3215
H 3.1691 4.2444 -3.4880
H 3.3070 1.7547 -3.7432
Si -2.0143 -3.0250 0.7691
Cl -0.9780 -1.0439 0.5042
C -3.0324 -2.9244 2.3289
C -0.6276 -4.2438 1.0422
C -2.9730 -3.4987 -0.7511
H -3.3884 -1.9117 2.5600
H -2.4544 -3.2946 3.1888
H -3.9000 -3.5893 2.2131
H -3.9276 -2.9675 -0.8205
H -3.1758 -4.5825 -0.7113
H -2.3785 -3.3085 -1.6571
H 0.1763 -4.0667 0.3217
H -1.0079 -5.2651 0.9064
H -0.2039 -4.1781 2.0513
N 0.9340 2.0462 0.1781
C 2.2185 1.6035 0.1918
C 3.2882 2.5402 0.1942
C 4.5709 2.0952 -0.0837
C 4.7408 0.7328 -0.3279
C 3.6644 -0.1336 -0.1473
N 2.4367 0.2762 0.2285
H 0.1477 1.4872 -0.2350
H 0.8238 3.0510 0.0606
H 3.0529 3.5888 0.3563
H 5.4183 2.7753 -0.0632
H 5.6930 0.3076 -0.6101
H 3.7668 -1.2005 -0.3224
*
```

The calculation puts the relative energy (zero: lowest compared OMol25 entry of this formula, charge and spin) at 0.0 kcal per mole. The HOMO-LUMO gap (spin up / spin down) comes out at 6.86 / 4.40 eV. The value obtained for the total energy is -86734.5238 eV. The LUMO energy (spin up / spin down) is 0.25 / -2.16 eV.


# C25H42Cl3N4O3RuSi

C25H42Cl3N4O3RuSi as an isolated structure in a non-equilibrium geometry (ωB97M-V/def2-TZVPD, the Open Molecules 2025 dataset).

```
! RIJCOSX wB97M-V def2-TZVPD def2/J DEFGRID3
* xyz 0 6
C -0.5259 -3.1035 -2.8754
C 0.3978 -2.0624 -3.4066
H -1.5733 -2.8642 -3.1143
H -0.4276 -3.1796 -1.7885
H -0.3055 -4.0815 -3.3206
C 0.6715 -1.9533 -4.7219
C -0.1558 -2.5943 -5.7874
H 1.5072 -1.3497 -5.0892
H -1.0555 -3.0951 -5.4111
H 0.4093 -3.3436 -6.3521
H -0.4789 -1.8422 -6.5193
Ru -0.3834 0.3863 2.1018
Cl 1.1965 -1.3432 2.0478
Cl -2.4022 0.7085 3.0788
H -0.2502 2.7901 6.0694
H 0.3745 -0.0987 7.2792
C -0.9988 2.0811 5.6867
C -0.4735 -0.1965 6.5845
N -0.3876 0.7687 5.5042
H -1.4248 2.4277 4.7346
C 0.3797 0.5338 4.4334
O 0.5626 1.4483 3.5522
H -0.4876 -1.2218 6.1880
H 0.8991 -0.4364 4.4097
H -1.7976 1.9788 6.4313
H -1.3864 -0.0205 7.1606
H -2.7425 -0.0391 -2.1914
H -1.1669 2.0964 -3.5238
C -3.2178 0.8790 -1.8044
C -1.9250 2.6516 -2.9509
N -2.2575 1.9687 -1.7091
H -3.6781 0.6788 -0.8232
C -1.6823 2.3627 -0.5509
O -1.7900 1.8126 0.5625
H -1.5404 3.6504 -2.7147
H -1.0689 3.2791 -0.6764
H -3.9907 1.1878 -2.5261
H -2.8327 2.7483 -3.5577
O -0.2181 -0.3623 -2.0514
C 0.8764 -1.0748 -2.3723
C 2.0816 0.7620 -3.6949
C 2.1128 -0.1995 -2.6808
H 1.2251 0.7849 -4.3676
C 3.1391 1.6759 -3.8077
H 1.1621 -1.7144 -1.5048
C 3.2417 -0.3235 -1.8546
H 3.0846 2.4819 -4.5525
C 4.2545 1.5568 -2.9788
C 4.3046 0.5661 -1.9919
H 3.2674 -1.0993 -1.0870
H 5.0792 2.2736 -3.0425
H 5.1633 0.4805 -1.3173
Si -2.4008 -2.5024 1.5368
Cl -1.2995 -0.8995 0.4494
C -4.1732 -1.9464 1.7131
C -1.5948 -2.6052 3.2191
C -2.2242 -4.1879 0.7243
H -4.5270 -1.2673 0.9300
H -4.3175 -1.4432 2.6793
H -4.7916 -2.8560 1.6810
H -2.8697 -4.3121 -0.1557
H -2.5469 -4.9421 1.4673
H -1.1972 -4.4220 0.4219
H -0.5071 -2.5835 3.0957
H -1.8809 -3.5737 3.6464
H -1.8604 -1.7863 3.9004
N 0.8563 2.0449 -0.9097
C 1.7645 2.1819 0.0918
C 2.6872 3.2716 0.0693
C 3.7254 3.2858 0.9833
C 3.8517 2.1906 1.8491
C 2.8313 1.2334 1.8558
N 1.7225 1.2892 1.1032
H 0.4629 1.1070 -1.1542
H 0.9774 2.6616 -1.7008
H 2.5103 4.0656 -0.6685
H 4.4552 4.1064 0.9916
H 4.6870 2.0936 2.5476
H 2.8938 0.3748 2.5269
*
```

The calculation puts the relative energy (zero: lowest compared OMol25 entry of this formula, charge and spin) at 1.7 kcal per mole. The HOMO-LUMO gap (spin up / spin down) comes out at 6.76 / 4.34 eV. The value obtained for the total energy is -86734.4486 eV. The LUMO energy (spin up / spin down) is 0.18 / -2.21 eV.